ORCA calculation (ωB97M-V with the def2-TZVPD basis set) on a 2-piece molecular cluster, C3H10OS2 overall in a non-equilibrium geometry.

```
16
Properties=species:S:1:pos:R:3:forces:R:3
C 0.469185 -2.418199 -2.355467 -0.9 0.2 0.1
S 1.010858 -2.400824 -0.606792 0.5 -0.1 -0.6
C -0.499185 -1.907623 0.240460 0.0 -0.4 1.1
S -1.306379 -0.383916 -0.172112 0.4 1.7 -0.4
C 0.124791 0.766232 0.240674 0.0 -0.6 -0.3
H -0.003174 -1.437641 -2.534313 0.1 -0.4 -0.1
H -0.290903 -3.205378 -2.494117 0.3 0.3 0.0
H 1.268065 -2.565192 -3.101651 -0.1 0.0 0.8
H -1.235580 -2.734032 0.255330 0.2 0.6 -0.1
H -0.216545 -1.689777 1.288360 0.3 -0.8 -0.4
H 0.946603 0.465764 -0.430866 -0.3 0.2 0.4
H 0.457548 0.635716 1.284146 -0.3 -0.1 -0.4
H -0.094589 1.834003 0.072296 -0.3 -0.7 0.0
O -0.093803 4.870792 3.127687 -0.4 0.4 -1.1
H -0.798728 5.532841 2.945940 0.8 -0.7 0.2
H 0.261836 4.637233 2.240424 -0.4 0.3 0.9
```
Positions in Å, forces in eV/Å.

## Properties
SMILES string: CSCSC.O
Largest force on an atom in eV/Å: 1.8
HOMO-LUMO gap in eV: 9.295
Electronic energy in eV: -26990.652
Relative energy (zero: lowest compared OMol25 entry of this formula, charge and spin) in kcal/mol: 14.71
HOMO level in eV: -8.7312



ORCA calculation (ωB97M-V with the def2-TZVPD basis set) on a 2-piece molecular cluster, C3H10OSSi overall in a non-equilibrium geometry.

```
16
Properties=species:S:1:pos:R:3:forces:R:3
C 2.613705 0.459979 -0.411844 -0.8 0.2 1.1
C 1.197665 -0.141621 -0.558733 -0.3 1.6 0.9
C 0.873930 -0.863006 0.732646 1.5 -0.9 1.3
O -1.970798 0.170460 -0.208126 5.8 -3.3 0.4
Si -3.463314 0.452034 0.078366 -3.6 1.1 -0.2
S -0.729864 -1.584797 0.821182 -1.8 1.9 -1.2
H 3.000693 0.767997 -1.386631 0.1 0.1 0.4
H 2.507140 1.308666 0.298366 0.6 -0.3 -0.6
H 3.272899 -0.313151 0.076641 -0.4 0.8 -0.7
H 1.264920 -0.750186 -1.399370 -0.3 -1.8 -1.2
H 0.308075 0.527216 -0.786960 1.5 -0.2 0.4
H 1.229335 -0.386922 1.686290 -1.1 0.8 -0.9
H 1.616901 -1.706816 0.910796 -1.1 -0.1 -0.9
H -3.556164 1.183504 1.353875 -0.6 -0.3 0.4
H -3.665256 1.523598 -0.971620 -0.2 -0.3 0.2
H -4.499867 -0.646961 -0.234885 0.7 0.6 0.6
```
Positions in Å, forces in eV/Å.

## Properties
Largest force on an atom in eV/Å: 6.7
HOMO-LUMO gap (spin up / spin down) in eV: 7.244 / 7.279
Electronic energy in eV: -24030.113
Relative energy (zero: lowest compared OMol25 entry of this formula, charge and spin) in kcal/mol: 101.04
HOMO level (spin up / spin down) in eV: -9.7822 / -9.7494



ORCA calculation (ωB97M-V with the def2-TZVPD basis set) on one molecule with the formula C3H10OSi in a non-equilibrium geometry.

```
15
Properties=species:S:1:pos:R:3:forces:R:3
C 0.060688 1.599076 -0.404217 -0.6 1.1 -0.6
Si 0.147520 -0.227226 -0.415762 0.7 -1.4 -0.6
C 1.912806 -0.746055 0.187995 -1.7 0.3 0.4
C -1.504434 -1.034650 0.512714 1.0 0.7 1.6
O -2.724545 -0.267887 0.367145 1.1 0.9 -0.8
H -0.505256 2.074603 -1.224435 0.0 -0.6 0.2
H -0.310021 2.042056 0.485074 -0.3 0.4 1.1
H 1.055647 1.988282 -0.545124 0.6 0.0 0.0
H 0.536997 -0.346805 -1.901968 -1.2 -0.6 0.5
H 2.077345 -1.701339 0.613615 -0.4 -1.2 0.6
H 2.628650 -0.716278 -0.602501 0.3 0.6 -0.7
H 2.130607 -0.053376 0.972840 0.6 0.6 0.5
H -1.665910 -2.055676 0.211908 -0.3 -0.3 -0.7
H -1.367455 -1.199825 1.668447 0.4 0.7 -1.9
H -2.472640 0.645099 0.074269 -0.4 -1.3 0.5
```
Positions in Å, forces in eV/Å.

## Properties
SMILES string: C[SiH](C)CO
Largest force on an atom in eV/Å: 2.1
HOMO-LUMO gap in eV: 11.112
Electronic energy in eV: -13197.091
Relative energy (zero: lowest compared OMol25 entry of this formula, charge and spin) in kcal/mol: 36.51
HOMO level in eV: -10.1993



ORCA calculation (ωB97M-V with the def2-TZVPD basis set) on C3H10OSi2 as an isolated structure in a non-equilibrium geometry.

```
16
Properties=species:S:1:pos:R:3:forces:R:3
C -2.404333 1.174934 1.533683 0.7 -1.9 -1.2
C -1.988706 0.022860 0.855558 -0.9 2.6 0.9
C -1.220073 0.173494 -0.518001 0.7 0.1 1.0
Si 0.264719 -1.064833 -0.628786 -0.9 1.1 1.3
O 1.498043 -0.416291 0.388100 0.5 -0.6 -2.7
Si 2.974407 -0.094297 -0.441541 -0.5 0.5 1.5
H -1.953719 2.164458 1.206587 -1.1 -1.2 0.4
H -3.185014 1.123068 2.356993 1.5 0.1 -0.9
H -2.225523 -0.963495 1.358253 0.1 1.0 -1.2
H -0.730619 1.209182 -0.513732 -0.7 -1.3 -0.1
H -1.885900 0.142121 -1.431089 0.5 -0.2 1.1
H -0.147901 -2.410643 -0.164495 0.1 0.1 0.1
H 0.641860 -1.207380 -2.036165 0.4 0.1 -0.2
H 3.615088 1.048538 0.247230 -0.1 -0.1 0.0
H 3.930986 -1.200618 -0.371047 -0.1 -0.4 0.0
H 2.816685 0.298902 -1.841549 -0.3 -0.1 -0.3
```
Positions in Å, forces in eV/Å.

## Properties
Largest force on an atom in eV/Å: 2.9
HOMO-LUMO gap in eV: 10.222
Electronic energy in eV: -21075.874
Relative energy (zero: lowest compared OMol25 entry of this formula, charge and spin) in kcal/mol: 0.00
HOMO level in eV: -9.2430



ORCA calculation (ωB97M-V with the def2-TZVPD basis set) on a 2-piece molecular cluster, C3H10S overall in a non-equilibrium geometry.

```
14
Properties=species:S:1:pos:R:3:forces:R:3
C 0.194328 -0.358068 -0.932013 -4.0 -1.7 -1.0
C 0.138540 0.664263 -2.063494 0.2 -0.4 1.0
S -1.429106 0.781073 -2.988204 0.5 0.2 -0.3
H -0.053759 -1.394810 -1.401735 0.5 1.6 0.9
H -0.644216 -0.172846 -0.204345 1.0 -0.2 -0.3
H 1.121572 -0.410888 -0.443675 1.3 0.1 0.6
H 0.445145 1.630234 -1.653189 0.1 0.0 -0.6
H 0.804460 0.204079 -2.750016 1.0 0.6 -0.9
H -0.793313 1.221701 -4.121030 -0.6 -0.2 0.6
C 1.981732 -1.541559 7.604677 3.1 -0.2 3.9
H 2.318127 -2.359040 8.286513 -0.5 0.6 -0.2
H 1.022197 -1.303218 7.782766 -3.7 0.2 0.0
H 2.269531 -1.853596 6.689047 0.5 -0.4 -3.2
H 2.488344 -0.646612 7.971909 0.5 -0.1 -0.5
```
Positions in Å, forces in eV/Å.

## Properties
SMILES string: CCS.C
Largest force on an atom in eV/Å: 5.0
HOMO-LUMO gap in eV: 10.102
Electronic energy in eV: -14107.468
Relative energy (zero: lowest compared OMol25 entry of this formula, charge and spin) in kcal/mol: 20.02
HOMO level in eV: -9.1126



ORCA calculation (ωB97M-V with the def2-TZVPD basis set) on a 2-piece molecular cluster, C3H10S overall in a non-equilibrium geometry.

```
14
Properties=species:S:1:pos:R:3:forces:R:3
C 2.272921 -0.318791 -1.350965 2.0 2.9 -0.4
C 1.380429 -0.283926 -0.167985 -2.5 0.8 2.5
C 0.201209 -1.324329 -0.298918 -0.2 -0.2 1.4
H 1.910481 0.414548 -2.118385 -0.8 -1.9 -0.4
H 2.704707 -1.286837 -1.646832 -0.4 0.6 -0.2
H 3.066067 0.455158 -1.187104 0.6 -1.2 0.7
H 0.880591 0.772072 -0.143859 0.8 -1.8 -0.1
H 1.808019 -0.335619 0.940888 -0.3 -0.3 -2.5
H -0.705941 -0.870697 0.170008 0.7 -0.8 0.7
H -0.221996 -1.350322 -1.293348 0.7 -0.4 -0.8
H 0.440402 -2.415105 0.104236 -0.6 2.4 -0.9
S -4.350869 1.634176 2.502063 0.3 0.5 -0.2
H -3.791976 2.770090 1.988025 -0.4 -0.5 0.3
H -5.594046 2.139580 2.502170 0.1 0.0 0.0
```
Positions in Å, forces in eV/Å.

## Properties
SMILES string: CCC.S
Largest force on an atom in eV/Å: 3.6
HOMO-LUMO gap in eV: 10.653
Electronic energy in eV: -14107.007
Relative energy (zero: lowest compared OMol25 entry of this formula, charge and spin) in kcal/mol: 30.66
HOMO level in eV: -9.8133



ORCA calculation (ωB97M-V with the def2-TZVPD basis set) on a 2-piece molecular cluster, C3H10S overall in a non-equilibrium geometry.

```
14
Properties=species:S:1:pos:R:3:forces:R:3
C -1.427760 0.249950 -1.465228 -0.9 -0.8 0.6
S -0.802001 0.077152 0.285097 -2.0 2.3 -0.4
C -0.050632 -1.431714 0.104852 1.8 -5.1 0.4
H -2.525094 0.461395 -1.652068 1.2 0.1 0.9
H -0.825128 0.944355 -2.032174 0.2 -0.1 -0.2
H -1.296024 -0.802372 -1.724030 0.1 0.5 -0.9
H 0.054165 -1.985525 1.116376 -0.3 1.2 -1.3
H 1.015139 -1.431798 -0.260834 -1.0 0.2 0.0
H -0.625863 -2.240162 -0.514811 0.8 1.6 0.9
C 2.602938 1.100598 0.865881 0.2 0.9 -1.0
H 3.200396 1.488237 1.714255 -0.6 -0.1 -0.5
H 3.252066 1.158241 -0.098978 -1.5 -0.1 1.6
H 2.259195 0.111260 1.073240 0.6 -1.1 0.1
H 1.575888 1.548925 0.784438 1.4 0.5 -0.2
```
Positions in Å, forces in eV/Å.

## Properties
SMILES string: CSC.C
Largest force on an atom in eV/Å: 5.4
HOMO-LUMO gap in eV: 9.567
Electronic energy in eV: -14107.214
Relative energy (zero: lowest compared OMol25 entry of this formula, charge and spin) in kcal/mol: 25.88
HOMO level in eV: -8.5698



ORCA calculation (ωB97M-V with the def2-TZVPD basis set) on a 2-piece molecular cluster, C3H10S2 overall in a non-equilibrium geometry.

```
15
Properties=species:S:1:pos:R:3:forces:R:3
C 0.828078 -2.042823 2.208917 -1.0 -1.0 -0.9
C 0.030304 -0.856352 1.533185 0.4 0.0 1.8
S 0.365196 0.946719 2.031275 1.5 -1.0 -0.6
H 0.540873 -2.094815 3.247847 0.3 0.0 0.4
H 1.904172 -2.177435 2.087056 0.1 1.2 0.1
H 0.534747 -3.061672 1.776107 -0.4 1.5 0.3
H 0.125535 -0.905063 0.475298 -0.3 0.0 -0.8
H -1.032927 -0.916102 1.890300 0.9 -0.2 -0.8
H 1.667833 1.125517 1.514779 -1.5 -0.4 0.5
C -0.965557 2.049006 -2.971474 2.2 2.3 -0.1
S -1.138259 0.263235 -2.665574 -1.5 0.7 -1.9
H -1.622529 2.661722 -2.308905 0.8 -0.6 -0.2
H 0.153740 2.499033 -3.023741 -2.3 -1.4 1.1
H -1.186155 2.415438 -3.979696 -0.7 -1.1 -0.2
H -0.205052 0.093594 -1.815374 1.5 0.0 1.4
```
Positions in Å, forces in eV/Å.

## Properties
SMILES string: CCS.CS
Largest force on an atom in eV/Å: 3.2
HOMO-LUMO gap in eV: 9.904
Electronic energy in eV: -24942.317
Relative energy (zero: lowest compared OMol25 entry of this formula, charge and spin) in kcal/mol: 31.82
HOMO level in eV: -9.1463



ORCA calculation (ωB97M-V with the def2-TZVPD basis set) on a 2-piece molecular cluster, C3H10S2 overall in a non-equilibrium geometry.

```
15
Properties=species:S:1:pos:R:3:forces:R:3
C 2.137573 0.943751 0.956693 0.6 5.0 0.7
S 0.434313 1.885855 1.185045 1.6 -3.2 0.5
C -0.239300 0.379126 2.048544 0.2 1.3 2.5
H 2.779695 1.738790 1.579622 -0.7 -2.0 -1.8
H 2.282558 1.028674 -0.118604 0.6 -0.1 0.2
H 2.370968 -0.030797 1.332154 -0.8 -0.5 0.3
H 0.471442 -0.427022 2.253147 0.3 0.4 -0.7
H -0.409846 0.722223 3.148207 -0.9 -0.7 -2.0
H -1.028786 -0.028397 1.446423 -0.8 0.0 0.4
C -1.157106 -1.324868 -2.626434 -2.8 -0.2 -0.8
S -1.787597 0.197910 -1.826673 -1.9 -1.4 1.9
H -1.617979 -1.333215 -3.635413 0.6 -0.2 0.5
H -0.188917 -0.982246 -2.643348 2.7 -0.5 -0.5
H -1.354556 -2.326703 -2.178360 0.4 1.2 0.2
H -2.692462 -0.443081 -0.921003 1.1 1.1 -1.2
```
Positions in Å, forces in eV/Å.

## Properties
SMILES string: CSC.CS
Largest force on an atom in eV/Å: 5.0
HOMO-LUMO gap in eV: 9.094
Electronic energy in eV: -24941.462
Relative energy (zero: lowest compared OMol25 entry of this formula, charge and spin) in kcal/mol: 51.52
HOMO level in eV: -8.3192



ORCA calculation (ωB97M-V with the def2-TZVPD basis set) on a 2-piece molecular cluster, C3H10S3 overall in a non-equilibrium geometry.

```
16
Properties=species:S:1:pos:R:3:forces:R:3
C 2.597255 0.418406 -1.073878 0.8 0.1 -0.5
S 3.269946 0.583720 0.590039 -0.6 0.3 0.0
S 1.633337 0.557412 1.763261 0.5 -0.3 0.6
H 2.415170 -0.600223 -1.416229 -0.5 0.0 0.4
H 3.378625 0.793104 -1.741004 0.2 0.0 0.2
H 1.797500 1.151775 -1.143045 -0.4 -0.5 0.0
H 1.168746 -0.693525 1.552966 -0.2 0.2 -0.6
C -1.925322 -0.683039 -0.582264 -0.8 -1.0 -0.7
C -1.691857 0.477602 0.341705 1.7 0.5 0.0
S -1.647602 0.080549 2.141104 -0.2 -0.1 -0.7
H -2.944416 -1.070341 -0.498680 0.0 0.1 0.0
H -1.291328 -1.569352 -0.463869 0.2 0.3 0.6
H -1.769071 -0.445375 -1.638927 -0.2 0.5 0.1
H -0.672352 0.836129 0.127792 -0.2 0.1 0.0
H -2.313341 1.346085 0.151947 -0.5 -0.2 0.1
H -2.005297 -1.182924 1.889085 0.0 -0.2 0.4
```
Positions in Å, forces in eV/Å.

## Properties
Spin multiplicity: 2
Largest force on an atom in eV/Å: 1.8
HOMO-LUMO gap (spin up / spin down) in eV: 8.425 / 4.187
Electronic energy in eV: -35769.909
Relative energy (zero: lowest compared OMol25 entry of this formula, charge and spin) in kcal/mol: 6.90
HOMO level (spin up / spin down) in eV: -12.7424 / -12.7207
Net charge: +1